No. 1
Molecular formula: C58H55N7O4PRu
Method: DFT, ωB97M-V/def2-TZVPD

The geometry in XYZ format:
```
126
C58H55N7O4PRu ωB97M-V/def2-TZVPD
Ru 0.25 -0.06 -0.01
C -0.06 -1.61 3.03
N 0.31 -2.02 1.68
C 1.67 -2.57 1.70
C 2.65 -1.44 1.78
C 3.67 -1.42 2.70
C 4.51 -0.31 2.76
C 4.29 0.73 1.88
C 3.26 0.62 0.97
N 2.44 -0.43 0.91
C -0.64 -2.96 1.11
C -0.33 -3.20 -0.34
C -0.86 -4.30 -1.01
C -0.55 -4.48 -2.35
C 0.32 -3.59 -2.96
C 0.82 -2.54 -2.21
N 0.47 -2.32 -0.94
C -0.95 -0.40 3.04
C -1.50 0.04 4.24
C -2.29 1.18 4.24
C -2.55 1.81 3.03
C -1.99 1.28 1.88
N -1.18 0.22 1.89
H 0.84 -1.36 3.59
H -0.55 -2.43 3.57
H 1.84 -3.11 0.77
H 1.81 -3.27 2.53
H 3.81 -2.26 3.37
H 5.31 -0.27 3.49
H 4.92 1.61 1.89
H 3.08 1.41 0.25
H -1.65 -2.54 1.18
H -0.64 -3.92 1.65
H -1.48 -5.01 -0.48
H -0.94 -5.32 -2.89
H 0.62 -3.71 -3.99
H 1.53 -1.84 -2.63
H -1.31 -0.50 5.15
H -2.71 1.55 5.16
H -3.17 2.69 2.98
H -2.21 1.69 0.91
C -3.19 2.14 -4.63
O -1.80 1.85 -4.57
C -1.16 1.56 -5.73
C -1.75 1.64 -6.99
C -1.01 1.39 -8.13
C 0.34 1.07 -8.04
C 0.93 0.96 -6.80
C 0.19 1.18 -5.64
N 0.87 1.10 -4.39
C 0.48 0.48 -3.25
N -0.61 -0.31 -3.39
C -1.60 -0.71 -2.51
C -1.61 -0.47 -1.14
C -2.74 -0.88 -0.43
C -3.81 -1.51 -1.05
C -3.76 -1.80 -2.41
C -2.66 -1.40 -3.14
O -2.49 -1.59 -4.48
C -3.13 -2.69 -5.13
N 1.16 0.60 -2.13
C 2.48 1.10 -2.26
C 2.89 2.29 -1.67
C 4.17 2.79 -1.84
C 5.08 2.10 -2.63
C 4.71 0.90 -3.22
C 3.43 0.39 -3.04
O 3.00 -0.78 -3.58
C 3.93 -1.54 -4.34
H -3.50 2.30 -3.60
H -3.75 1.31 -5.05
H -3.38 3.05 -5.20
H -2.79 1.92 -7.08
H -1.49 1.47 -9.10
H 0.92 0.90 -8.94
H 1.97 0.70 -6.71
H 1.79 1.49 -4.38
H -0.87 -0.48 -4.35
H -2.83 -0.68 0.63
H -4.68 -1.79 -0.48
H -4.59 -2.29 -2.88
H -3.26 -2.39 -6.17
H -4.11 -2.91 -4.71
H -2.50 -3.57 -5.07
H 2.16 2.84 -1.10
H 4.46 3.72 -1.38
H 6.07 2.49 -2.78
H 5.43 0.37 -3.82
H 3.40 -2.44 -4.65
H 4.80 -1.83 -3.74
H 4.26 -1.00 -5.23
O 0.21 2.27 0.43
P 0.36 3.74 0.72
C 1.70 4.04 1.89
C 2.98 4.43 1.50
C 3.97 4.60 2.46
C 3.68 4.41 3.80
C 2.41 3.99 4.19
C 1.43 3.79 3.24
C 0.57 4.73 -0.78
C 1.16 5.99 -0.75
C 1.24 6.73 -1.92
C 0.69 6.25 -3.09
C 0.07 5.01 -3.12
C 0.02 4.24 -1.97
C -1.14 4.48 1.41
C -1.10 5.54 2.31
C -2.28 6.19 2.66
C -3.49 5.79 2.11
C -3.53 4.75 1.20
C -2.36 4.10 0.85
H 3.19 4.60 0.46
H 4.96 4.90 2.15
H 4.45 4.58 4.55
H 2.19 3.84 5.24
H 0.44 3.46 3.54
H 1.57 6.38 0.17
H 1.75 7.69 -1.91
H 0.75 6.84 -4.00
H -0.37 4.64 -4.04
H -0.42 3.25 -1.98
H -0.16 5.86 2.73
H -2.24 7.02 3.35
H -4.39 6.32 2.36
H -4.47 4.45 0.75
H -2.37 3.29 0.12
```

The value obtained for the HOMO-LUMO gap (alpha / beta) is 6.60 / 6.92 eV. The calculation puts the molar mass at 1046.17 g/mol. For the maximum force, the calculation gives 0.054 Eh/bohr. The charge is +2. The spin multiplicity is 2.


No. 2
Molecular formula: C5H12NP
Method: DFT, ωB97M-V/def2-TZVPD

The geometry in XYZ format:
```
19
C5H12NP ωB97M-V/def2-TZVPD
C -0.35 -1.90 0.38
C 1.59 -0.31 0.40
C -0.09 -0.18 -1.48
C -0.94 0.69 0.90
C 0.09 -0.46 0.04
N -1.08 2.01 0.40
P 0.05 3.04 0.18
H 0.31 -2.69 -0.20
H -1.34 -2.07 -0.25
H -0.48 -2.12 1.50
H 1.85 0.68 0.31
H 1.65 -0.56 1.45
H 2.30 -0.82 -0.29
H 0.33 0.84 -1.87
H -1.27 -0.31 -1.74
H 0.60 -0.95 -1.98
H -0.45 0.78 1.82
H -1.99 0.29 0.99
H -0.78 4.05 -0.57
```

The value obtained for the HOMO-LUMO gap (alpha / beta) is 7.52 / 7.64 eV. The calculation puts the molar mass at 117.13 g/mol. The calculation puts the relative energy (zero: lowest compared OMol25 entry of this formula, charge and spin) at 1.421 eV. For the maximum force, the calculation gives 0.082 Eh/bohr. The spin multiplicity is 3.